A molecular structure, C3H6O3 in a non-equilibrium geometry, computed with ωB97M-V/def2-TZVPD.

Results
Lowest unoccupied orbital energy ... 0.2643 eV
E ... -9348.19174 eV
Frontier orbital gap ... 10.40 eV
2S+1 ... 1

Each line ends with the Löwdin charge.
CARTESIAN COORDINATES (ANGSTROEM)
C1 0.67 1.13 -1.70  -0.04
C2 -0.36 -0.14 -0.13  -0.54
C3 -0.34 -1.00 1.08  -0.21
H1 0.19 0.30 -2.48  0.16
H2 1.76 1.48 -1.88  0.11
H3 0.04 2.01 -1.74  0.08
H4 0.17 -1.94 0.83  0.13
H5 -1.46 -1.40 1.23  0.17
H6 1.37 -0.50 2.19  0.26
O1 0.76 0.50 -0.36  -0.03
O2 -1.15 -0.21 -1.06  0.04
O3 0.15 -0.28 2.22  -0.14